Record 1
# C22H23NO2

A single C22H23NO2 molecule at a distorted geometry (wB97M-V/def2-TZVPD, the OMol25 dataset).

Its maximum force is 1.13 eV Å⁻¹. Its SMILES is Cc1cc(C(=O)NCCC(c2ccccc2)c2ccccc2)c(C)o1. The highest occupied orbital energy is -8.41 eV. The energy relative to the best compared isomer or geometry (same formula, charge and spin) comes out at 0.0 kJ/mol. For the total energy, the calculation gives -1057.39623 Eh.

The geometry in XYZ format:
```
48
C22H23NO2, DFT wB97M-V/def2-TZVPD
C -1.55 -6.32 2.93
C -1.70 -5.08 2.12
C -0.78 -4.31 1.46
C -1.51 -3.24 0.86
C -2.83 -3.44 1.20
O -2.94 -4.55 1.97
C -4.05 -2.68 0.89
H -4.78 -3.31 0.38
H -3.79 -1.85 0.24
H -4.51 -2.30 1.80
C -1.01 -2.13 0.03
O -1.74 -1.32 -0.52
N 0.34 -2.09 -0.10
H 0.91 -2.67 0.49
C 0.99 -1.02 -0.82
H 1.96 -1.36 -1.18
H 0.36 -0.78 -1.69
C 1.14 0.23 0.05
H 1.83 0.02 0.87
H 0.18 0.49 0.48
C 1.69 1.43 -0.74
C 0.81 1.91 -1.87
C -0.56 1.66 -1.94
C -1.31 2.18 -2.98
C -0.72 2.96 -3.96
C 0.64 3.22 -3.89
C 1.39 2.70 -2.86
H 2.45 2.91 -2.81
H 1.11 3.83 -4.65
H -1.31 3.37 -4.77
H -2.37 1.97 -3.03
H -1.05 1.04 -1.21
C 1.95 2.58 0.21
C 3.24 2.90 0.60
C 3.47 3.94 1.48
C 2.41 4.68 1.98
C 1.11 4.36 1.59
C 0.89 3.32 0.71
H -0.12 3.08 0.40
H 0.28 4.93 1.98
H 2.58 5.49 2.67
H 4.48 4.18 1.78
H 4.07 2.33 0.21
H 2.65 1.13 -1.18
H 0.27 -4.51 1.41
H -1.88 -6.14 3.95
H -0.51 -6.63 2.94
H -2.17 -7.11 2.51
```

Record 2
# C25H64Ca3N3O15S

A molecular structure, C25H64Ca3N3O15S at a distorted geometry (wB97M-V/def2-TZVPD, the OMol25 dataset).

Its maximum force is 5.94 eV Å⁻¹. The highest occupied orbital energy is -11.24 eV. As for the net charge: +3. For the total energy, the calculation gives -4713.45977 Eh.

The geometry in XYZ format:
```
111
C25H64Ca3N3O15S, DFT wB97M-V/def2-TZVPD
Ca -2.88 -0.60 -3.83
Ca 1.51 -3.83 3.87
Ca 3.90 0.46 -2.45
S 0.02 -0.26 -0.24
O 0.08 -1.38 0.66
O 0.26 -0.76 -1.58
O -1.35 0.15 -0.42
O 0.95 0.78 0.05
C 1.30 3.50 -8.40
C 1.33 2.75 -7.10
O 2.34 2.78 -6.34
O 0.32 2.05 -6.80
H 0.77 4.42 -8.15
H 0.66 2.95 -9.09
H 2.24 3.70 -8.91
C 4.37 3.99 4.64
O 3.10 3.34 4.43
H 4.98 3.87 3.74
H 4.35 5.07 4.75
H 4.81 3.48 5.50
H 2.97 3.08 3.51
C -5.41 4.43 -4.25
O -5.31 3.19 -3.54
H -4.56 4.69 -4.89
H -6.27 4.34 -4.92
H -5.31 5.35 -3.67
H -5.99 3.10 -2.87
C -2.81 -3.65 -5.86
O -3.07 -3.37 -4.46
C -3.37 -4.56 -3.71
C -3.87 -4.16 -2.31
N -5.09 -3.33 -2.52
C -5.81 -2.98 -1.30
C -7.07 -2.09 -1.50
O -6.86 -0.70 -1.16
C -6.82 -0.62 0.28
H -3.70 -4.11 -6.30
H -2.10 -4.44 -6.08
H -2.55 -2.81 -6.51
H -2.45 -5.13 -3.58
H -4.03 -5.17 -4.33
H -3.12 -3.52 -1.85
H -4.10 -5.03 -1.69
H -5.72 -4.06 -2.83
H -5.20 -2.40 -0.61
H -6.10 -3.85 -0.71
H -7.90 -2.59 -1.00
H -7.39 -1.93 -2.53
H -6.67 0.43 0.53
H -6.01 -1.13 0.80
H -7.68 -0.94 0.87
C 0.96 -5.80 7.85
O 1.05 -4.50 7.26
C 0.95 -3.48 8.30
C 1.03 -2.05 7.80
N 0.40 -1.86 6.52
C -1.01 -1.62 6.48
C -1.88 -2.90 6.49
O -1.46 -3.97 5.65
C -2.19 -5.18 5.77
H 0.25 -5.83 8.67
H 2.00 -6.00 8.13
H 0.66 -6.58 7.15
H 1.92 -3.57 8.79
H 0.03 -3.52 8.89
H 2.07 -1.77 7.60
H 0.76 -1.29 8.54
H 0.82 -0.97 6.31
H -1.24 -1.07 5.56
H -1.18 -0.86 7.25
H -2.94 -2.77 6.28
H -1.82 -3.36 7.47
H -1.76 -5.77 4.97
H -3.26 -5.03 5.63
H -2.03 -5.74 6.70
C 4.65 -2.48 -4.02
O 5.50 -1.34 -4.01
C 6.71 -1.59 -4.72
C 7.82 -0.71 -4.10
N 7.29 0.70 -3.94
C 8.15 1.58 -3.08
C 7.50 2.97 -3.04
O 6.26 2.77 -2.41
C 5.49 3.99 -2.07
H 5.22 -3.40 -3.92
H 4.20 -2.60 -5.01
H 3.91 -2.54 -3.23
H 6.51 -1.03 -5.64
H 6.95 -2.63 -4.96
H 8.69 -0.82 -4.75
H 8.21 -1.11 -3.16
H 7.08 1.24 -4.77
H 9.19 1.69 -3.39
H 8.26 1.22 -2.05
H 7.43 3.45 -4.02
H 8.23 3.56 -2.49
H 5.37 4.79 -2.81
H 5.86 4.33 -1.10
H 4.49 3.70 -1.77
C -1.97 5.84 2.75
C -3.41 6.15 2.56
C -3.54 7.68 2.39
O -3.64 5.41 1.38
H -1.77 4.77 2.79
H -1.60 6.26 3.69
H -1.34 6.22 1.95
H -3.91 5.65 3.40
H -4.58 7.98 2.55
H -3.26 8.10 1.42
H -2.89 8.27 3.04
H -2.85 4.95 1.08
```

Record 3
# C12H10ClN2O4

3 unconnected molecules or ions with the total composition C12H10ClN2O4 at a distorted geometry (wB97M-V/def2-TZVPD, the OMol25 dataset).

Its maximum force is 3.25 eV Å⁻¹. The highest occupied orbital energy (spin up / spin down) is -10.21 / -10.21 eV. Its multiplicity is 2. As for the expectation value of S²: 0.75. For the total energy, the calculation gives -1333.65370 Eh.

The geometry in XYZ format:
```
29
C12H10ClN2O4, DFT wB97M-V/def2-TZVPD
Cl -3.36 -0.46 31.59
C -7.21 0.30 28.87
C -8.42 0.14 28.18
C -9.36 -0.72 28.69
C -9.03 -1.53 29.80
C -7.72 -1.43 30.33
C -6.85 -0.48 29.95
N -10.05 -2.44 30.39
O -11.11 -2.63 29.79
O -9.78 -2.95 31.50
H -6.60 1.09 28.47
H -8.56 0.67 27.25
H -10.33 -0.82 28.23
H -7.44 -1.88 31.28
H -5.94 -0.30 30.50
C -1.64 -4.23 29.63
C -1.01 -5.14 28.82
C 0.38 -5.30 28.86
C 1.13 -4.47 29.75
C 0.46 -3.59 30.63
C -0.97 -3.45 30.58
N 2.62 -4.47 29.67
O 3.26 -4.93 28.71
O 3.21 -4.12 30.72
H -2.72 -4.16 29.60
H -1.50 -5.72 28.05
H 0.91 -6.03 28.26
H 1.02 -2.95 31.29
H -1.50 -2.76 31.22
```

Record 4
# C33H64N4O19

10 unconnected molecules or ions with the total composition C33H64N4O19 at a distorted geometry (wB97M-V/def2-TZVPD, the OMol25 dataset).

Its maximum force is 4.11 eV Å⁻¹. Its SMILES is CCOC(C)=O.CCOC(C)=O.CCOC(C)=O.O=C1OCCO1.O=C1OCCO1.O=C1OCCO1.CN(C)C=O.CN(C)C=O.CN(C)C=O.CN(C)C=O. The highest occupied orbital energy is -9.38 eV. For the total energy, the calculation gives -2944.42344 Eh.

The geometry in XYZ format:
```
120
C33H64N4O19, DFT wB97M-V/def2-TZVPD
C -4.76 -1.64 2.54
O -5.65 -1.43 1.75
N -3.45 -1.33 2.21
C -2.46 -2.02 3.00
C -3.23 -1.11 0.79
H -4.93 -2.08 3.53
H -2.43 -3.12 2.68
H -2.75 -2.00 4.04
H -1.50 -1.57 2.92
H -3.74 -1.89 0.15
H -3.63 -0.12 0.57
H -2.17 -1.21 0.58
C 1.53 -4.01 0.20
O 2.01 -2.97 0.60
N 0.26 -4.24 -0.21
C -0.71 -3.15 -0.14
C -0.19 -5.56 -0.63
H 2.16 -4.93 0.01
H -1.71 -3.54 -0.13
H -0.66 -2.32 -0.90
H -0.54 -2.66 0.84
H 0.63 -6.30 -0.71
H -1.01 -5.93 -0.07
H -0.49 -5.56 -1.69
C 0.73 0.01 -0.21
O 1.03 0.07 -1.37
N -0.06 0.90 0.50
C -0.45 0.79 1.85
C -0.52 2.04 -0.24
H 1.08 -0.75 0.47
H -0.31 1.71 2.36
H 0.20 0.16 2.38
H -1.48 0.60 2.00
H -0.22 2.95 0.28
H -0.02 2.11 -1.18
H -1.61 1.93 -0.42
C -3.61 5.03 -4.23
O -4.37 4.96 -3.29
N -2.28 4.80 -4.11
C -1.37 5.04 -5.23
C -1.76 4.19 -2.92
H -3.92 5.44 -5.18
H -1.77 5.59 -6.09
H -0.97 4.09 -5.65
H -0.53 5.64 -4.89
H -1.42 3.16 -3.07
H -0.86 4.70 -2.63
H -2.48 4.18 -2.12
C 2.58 -2.74 -3.39
C 3.89 -2.60 -2.71
O 4.27 -3.94 -2.31
C 3.23 -4.75 -2.43
O 3.11 -5.87 -2.01
O 2.28 -4.17 -3.18
H 2.72 -2.71 -4.47
H 1.67 -2.24 -3.03
H 3.88 -1.98 -1.80
H 4.67 -2.27 -3.41
C 1.48 1.19 -4.59
C 0.29 0.61 -5.31
O 0.94 -0.21 -6.25
C 2.20 -0.49 -5.92
O 2.98 -1.26 -6.45
O 2.53 0.17 -4.74
H 1.27 1.23 -3.54
H 1.91 2.11 -5.02
H -0.36 1.33 -5.84
H -0.28 0.00 -4.63
C 3.25 0.97 5.68
C 2.62 0.62 4.39
O 1.66 1.71 4.18
C 1.37 2.33 5.34
O 0.48 3.13 5.50
O 2.28 1.92 6.27
H 4.19 1.52 5.48
H 3.34 0.12 6.32
H 2.01 -0.28 4.40
H 3.30 0.57 3.56
O -1.02 -2.88 -3.47
C -1.30 -2.53 -4.59
O -2.24 -1.62 -4.93
C -3.17 -1.33 -3.88
C -2.67 -0.25 -2.93
C -0.62 -3.11 -5.81
H -3.27 -2.31 -3.42
H -4.09 -1.07 -4.42
H -2.33 0.60 -3.49
H -1.92 -0.69 -2.26
H -3.44 0.17 -2.26
H -0.50 -2.31 -6.53
H -1.23 -3.92 -6.22
H 0.35 -3.56 -5.62
O -2.52 -0.65 6.69
C -1.97 -0.15 5.80
O -0.75 -0.58 5.31
C -0.13 -1.58 6.10
C -0.83 -2.92 5.92
C -2.52 1.02 5.04
H -0.32 -1.33 7.13
H 0.93 -1.59 5.85
H -0.37 -3.70 6.51
H -0.72 -3.23 4.85
H -1.86 -2.88 6.18
H -1.77 1.74 4.75
H -3.25 1.54 5.67
H -3.01 0.73 4.10
O 1.76 3.79 1.09
C 2.76 3.22 1.48
O 3.41 3.58 2.61
C 2.87 4.64 3.42
C 3.41 5.99 2.92
C 3.26 1.92 0.90
H 3.27 4.48 4.43
H 1.82 4.50 3.37
H 4.46 5.91 2.65
H 3.22 6.70 3.67
H 2.85 6.23 2.02
H 2.81 1.66 -0.10
H 2.99 1.14 1.61
H 4.33 1.95 0.82
```

> Number 1 is which compound?

C22H23NO2